Record 1
C6H5N2O3S | ωB97M-V/def2-TZVPD

SMILES ... O=[N+]([O-])c1ccccc1SN[O-]
Energy above the lowest of the compared OMol25 structures with the same formula, charge and spin ... 74.31 kcal/mol
Net charge ... -1
Gap between HOMO and LUMO (spin up / spin down) ... 5.5 / 5.5 eV
Spin multiplicity ... 1
HOMO (spin up / spin down) ... -2.6 / -2.6 eV

CARTESIAN COORDINATES (ANGSTROEM)
1 C -2.249 -0.610 0.361
2 C -1.899 0.674 0.139
3 C -1.259 -1.556 0.099
4 C -0.596 1.120 -0.151
5 C 0.078 -1.193 -0.093
6 C 0.467 0.200 -0.240
7 N 2.168 2.559 -0.452
8 N 1.068 -2.250 -0.155
9 O 1.526 3.339 0.333
10 O 0.754 -3.420 0.005
11 O 2.237 -1.912 -0.461
12 S 2.095 0.636 -0.128
13 H -3.162 -1.080 0.791
14 H -2.669 1.472 0.256
15 H -1.327 -2.681 0.295
16 H -0.415 2.215 -0.391
17 H 3.184 2.485 -0.206

These are the Mulliken partial charges, in e, on atoms 1 to 2: number 1, C, carries -0.56; number 2, C, carries -0.24



Record 2
C18H25BrN4 | ωB97M-V/def2-TZVPD

Net charge ... +3
Gap between HOMO and LUMO (spin up / spin down) ... 7.0 / 5.7 eV
Spin multiplicity ... 2
HOMO (spin up / spin down) ... -16.4 / -16.4 eV

CARTESIAN COORDINATES (ANGSTROEM)
1 C -1.990 -0.681 -3.536
2 N -0.912 0.267 -3.513
3 C 0.260 -0.063 -4.132
4 C 1.256 0.886 -4.337
5 C 1.099 2.256 -3.891
6 C -0.038 2.466 -2.998
7 C -0.950 1.400 -2.795
8 C 2.090 3.305 -4.168
9 C 1.772 4.557 -4.658
10 C 2.705 5.526 -4.909
11 N 3.985 5.324 -4.544
12 C 4.416 4.089 -4.215
13 C 3.459 3.093 -4.008
14 C 5.008 6.383 -4.772
15 H -1.789 -1.606 -2.996
16 H -2.114 -0.860 -4.604
17 H -2.802 -0.202 -2.988
18 H 0.300 -1.075 -4.507
19 H 2.023 0.551 -5.019
20 H -0.087 3.429 -2.511
21 H -1.754 1.484 -2.080
22 H 0.763 4.898 -4.834
23 H 2.473 6.572 -5.047
24 H 5.462 3.831 -4.282
25 H 3.769 2.073 -3.832
26 H 5.884 6.098 -5.355
27 H 5.419 6.705 -3.815
28 H 4.399 7.198 -5.162
29 C -0.931 -6.015 7.803
30 C -1.240 -4.489 7.668
31 N -1.920 -4.173 6.429
32 C -3.086 -4.777 5.974
33 C -3.678 -4.080 4.945
34 N -2.777 -3.079 4.664
35 C -1.820 -3.059 5.711
36 C -2.987 -2.004 3.705
37 H -0.345 -6.241 8.694
38 H -0.360 -6.288 6.916
39 H -1.893 -6.519 7.899
40 H -0.257 -4.021 7.723
41 H -1.798 -4.110 8.525
42 H -3.508 -5.680 6.390
43 H -4.535 -4.329 4.336
44 H -1.131 -2.267 5.967
45 H -2.183 -1.308 3.945
46 H -3.984 -1.567 3.755
47 H -2.887 -2.330 2.670
48 Br -2.787 -1.566 -0.210

These are the Mulliken partial charges, in e, on atoms 1 to 2: number 1, C, carries -0.96; number 2, N, carries 0.05



Record 3
C2H8N6 | ωB97M-V/def2-TZVPD

Energy above the lowest of the compared OMol25 structures with the same formula, charge and spin ... 76.06 kcal/mol
Net charge ... +2
Gap between HOMO and LUMO ... 9.9 eV
Spin multiplicity ... 1
HOMO ... -18.0 eV

CARTESIAN COORDINATES (ANGSTROEM)
1 C -1.604 -0.635 -0.823
2 C 1.028 0.490 -0.603
3 N -2.051 -0.949 -1.834
4 N 1.858 0.647 0.249
5 N -0.949 -0.290 0.130
6 N 0.771 0.407 -1.860
7 N 2.286 0.689 1.468
8 N -1.324 -0.332 1.469
9 H -2.568 -1.253 -2.691
10 H 1.470 0.264 -2.531
11 H -0.128 0.649 -2.118
12 H 2.321 -0.172 1.865
13 H 2.928 1.403 1.702
14 H -0.441 -0.034 2.023
15 H -1.607 -1.216 1.844
16 H -1.990 0.334 1.710

These are the Mulliken partial charges, in e, on atoms 1 to 2: number 1, C, carries 0.35; number 2, C, carries 0.64



In order of appearance, F_max = 3.8; 3.6; 4.5 eV/Å.
In order of appearance, electronic energy = -964.89074; -3492.94179; -408.72772 a.u..